[1]
# C24H21AlCl2N3O2

C24H21AlCl2N3O2 as an isolated structure (the ωB97M-V functional and the def2-TZVPD basis, OMol25).

Atoms and positions in Å:
1 Al 0.6369 0.1545 0.7987
2 C 2.5525 3.0438 -1.6604
3 O 3.4631 1.8973 -1.3317
4 C 2.8096 1.1112 -0.5582
5 N 1.6155 1.4632 -0.1841
6 C 1.2783 2.7570 -0.8191
7 C -0.0131 2.6846 -1.6000
8 C -0.4259 3.8205 -2.2890
9 C -1.6265 3.8186 -2.9849
10 C -2.4360 2.6879 -2.9892
11 C -2.0366 1.5484 -2.3092
12 C -0.8254 1.5549 -1.6294
13 C 3.3341 -0.2002 -0.0826
14 C 4.5616 -0.8030 -0.2477
15 C 4.7206 -2.0813 0.3009
16 C 3.6651 -2.7202 0.9626
17 C 2.4801 -2.0278 1.0677
18 N 2.3533 -0.8033 0.5744
19 C 1.1568 -2.4172 1.6277
20 N 0.2230 -1.5187 1.6364
21 C -1.0393 -2.1437 2.0689
22 C -0.5950 -3.6076 2.3527
23 O 0.8740 -3.5979 2.0460
24 C -2.0866 -1.9838 0.9930
25 C -1.7594 -1.5808 -0.3016
26 C -2.7377 -1.4622 -1.2855
27 C -4.0551 -1.7533 -0.9717
28 C -4.3890 -2.1617 0.3168
29 C -3.4104 -2.2786 1.2947
30 H 2.3770 3.0111 -2.7272
31 H 3.0744 3.9528 -1.3910
32 H 1.1758 3.4939 -0.0233
33 H 0.1809 4.7248 -2.2724
34 H -1.9344 4.7076 -3.5228
35 H -3.3753 2.6931 -3.5284
36 H -2.6586 0.6618 -2.3214
37 H -0.5051 0.6207 -1.1832
38 H 5.3603 -0.3101 -0.7886
39 H 5.6707 -2.5917 0.1968
40 H 3.7683 -3.7202 1.3661
41 H -1.3655 -1.6542 2.9859
42 H -1.0464 -4.3269 1.6821
43 H -0.7123 -3.9254 3.3806
44 H -0.7251 -1.4584 -0.6039
45 H -2.4677 -1.1928 -2.2997
46 H -4.8208 -1.6813 -1.7345
47 H -5.4185 -2.3893 0.5612
48 H -3.6878 -2.5932 2.2980
49 Cl -1.1737 1.3614 1.6475
50 C -0.2969 1.8105 3.1772
51 Cl 1.3681 1.1629 3.0408
52 H -0.8065 1.3541 4.0144
53 H -0.2694 2.8880 3.2492

Calculated values
molar mass	481.34	g mol⁻¹
highest occupied orbital energy	-0.6413	Eh
frontier orbital gap	6.62	eV
charge	+3
ΔE to the lowest compared entry with this formula, charge and spin	0.00	kJ/mol

***

[2]
# C28H24Br2N6O3S3W

C28H24Br2N6O3S3W as an isolated structure (the ωB97M-V functional and the def2-TZVPD basis, OMol25).

Atoms and positions in Å:
1 W -0.7375 0.1221 -0.2708
2 S 1.6733 0.3358 -0.8465
3 C 1.8297 1.9872 -1.4011
4 C 3.1087 2.5331 -1.5321
5 C 3.3106 3.8402 -1.9442
6 C 4.6555 4.3608 -2.0261
7 N 5.7338 4.7583 -2.0785
8 C 2.2024 4.6355 -2.2615
9 C 0.9297 4.0982 -2.1613
10 C 0.7089 2.7878 -1.7233
11 S -0.9328 2.1975 -1.6079
12 C 2.3649 6.0104 -2.6731
13 N 2.4779 7.1097 -2.9921
14 H 3.9659 1.9163 -1.2930
15 H 0.0750 4.7102 -2.4202
16 O -1.2537 1.4459 1.2545
17 N -2.2702 1.1596 2.0550
18 C -2.2219 1.6847 3.2929
19 C -3.2707 1.5385 4.1580
20 C -4.3956 0.8289 3.7275
21 C -4.4188 0.2972 2.4664
22 C -3.3300 0.4533 1.5837
23 S -3.2790 -0.1298 -0.0230
24 H -1.3022 2.2047 3.5118
25 H -3.2049 1.9641 5.1481
26 H -5.2439 0.6985 4.3871
27 H -5.2673 -0.2644 2.1022
28 C -0.3120 -0.3640 -3.7541
29 C -0.9511 -1.4833 -3.0006
30 C -1.5451 -2.5431 -3.7208
31 C -2.0530 -3.6374 -3.1002
32 C -1.9419 -3.7345 -1.6954
33 C -2.3219 -4.8616 -0.9262
34 Br -3.0854 -6.3838 -1.7777
35 C -2.1234 -4.8989 0.4229
36 C -1.5688 -3.7925 1.0797
37 Br -1.3067 -3.8605 2.9497
38 C -1.2301 -2.6284 0.4075
39 O -0.7476 -1.5750 0.9840
40 C -1.3933 -2.6314 -1.0212
41 N -0.9301 -1.4930 -1.6686
42 H -0.2718 -0.6146 -4.8144
43 H 0.6961 -0.1871 -3.3804
44 H -0.8636 0.5678 -3.6265
45 H -1.5705 -2.4687 -4.8001
46 H -2.5119 -4.4375 -3.6647
47 H -2.3933 -5.7774 0.9918
48 C 2.3583 2.7012 3.0894
49 N 2.9246 1.3777 3.2437
50 C 3.8103 1.1945 4.3705
51 C 2.2504 0.3191 2.6432
52 O 1.1165 0.4473 2.2233
53 N 2.9615 -0.8633 2.5557
54 C 4.3597 -0.8532 2.1576
55 C 2.2278 -2.0159 2.0572
56 H 3.1134 3.4015 2.7222
57 H 1.9765 3.0774 4.0466
58 H 1.5388 2.6554 2.3769
59 H 3.3889 1.6815 5.2574
60 H 4.7997 1.6288 4.1914
61 H 3.9267 0.1357 4.5885
62 H 4.8402 0.0838 2.4192
63 H 4.4422 -0.9837 1.0725
64 H 4.8927 -1.6735 2.6446
65 H 1.1914 -1.9592 2.3704
66 H 2.6874 -2.9233 2.4560
67 H 2.2477 -2.0544 0.9627

Calculated values
molar mass	932.39	g mol⁻¹
highest occupied orbital energy (alpha / beta)	-0.1328 / -0.1769	Eh
frontier orbital gap (alpha / beta)	5.80 / 6.75	eV
<S²>	3.784
charge	-1
multiplicity	4
ΔE to the lowest compared entry with this formula, charge and spin	63.59	kJ/mol

***

[3]
# C22H76N4O16

A 16-piece molecular cluster, C22H76N4O16 overall in a non-equilibrium geometry (the ωB97M-V functional and the def2-TZVPD basis, OMol25).

Atoms and positions in Å:
1 C 8.4431 -11.2110 -26.3812
2 C 8.9623 -10.6152 -25.1273
3 O 10.3761 -10.7886 -25.1248
4 H 8.8979 -10.7930 -27.2515
5 H 7.3691 -11.0947 -26.4167
6 H 8.6092 -12.3041 -26.3990
7 H 8.5076 -10.8470 -24.2079
8 H 8.8200 -9.5495 -25.2161
9 H 10.8852 -9.9666 -24.9938
10 C 7.9035 -14.0550 -24.2112
11 C 7.0262 -12.9699 -23.6195
12 O 5.8741 -13.6404 -23.0781
13 H 8.2470 -14.7776 -23.4281
14 H 8.7644 -13.6869 -24.7365
15 H 7.4082 -14.6370 -24.9329
16 H 6.7523 -12.2216 -24.3844
17 H 7.5345 -12.5004 -22.7729
18 H 5.2368 -12.9723 -22.8686
19 C 6.6304 -9.3753 -22.4577
20 C 7.5800 -8.2584 -22.6897
21 O 8.8586 -8.7979 -22.3416
22 H 6.6454 -9.7550 -21.4291
23 H 6.7694 -10.2782 -23.1018
24 H 5.5827 -9.0019 -22.5682
25 H 7.2702 -7.5282 -21.9890
26 H 7.5942 -7.8415 -23.7154
27 H 9.5828 -8.0997 -22.5394
28 C 6.1944 -16.9327 -22.0795
29 C 7.5731 -16.5864 -21.4791
30 O 7.6552 -17.1675 -20.2201
31 H 6.0551 -16.5758 -23.0904
32 H 5.4880 -16.4396 -21.4776
33 H 5.9945 -18.0309 -22.0204
34 H 7.6236 -15.5147 -21.3763
35 H 8.4215 -16.8693 -22.0472
36 H 7.8424 -18.0857 -20.4284
37 C 10.1340 -13.5328 -21.3649
38 C 10.1379 -12.1019 -21.7302
39 O 9.3118 -11.4004 -20.9268
40 H 9.9508 -14.1868 -22.2442
41 H 9.3249 -13.7315 -20.6899
42 H 11.0811 -13.8465 -20.9603
43 H 9.8807 -12.0387 -22.7774
44 H 11.1300 -11.6959 -21.6602
45 H 9.0624 -10.6205 -21.4427
46 C 11.2826 -16.7615 -21.7007
47 C 10.8878 -18.2445 -21.7808
48 O 11.1710 -18.7646 -23.1115
49 H 10.6238 -16.2725 -22.4379
50 H 12.3058 -16.4209 -21.9362
51 H 10.9936 -16.4089 -20.7409
52 H 9.8457 -18.3741 -21.5488
53 H 11.5153 -18.8825 -21.1954
54 H 12.0930 -18.4498 -23.1950
55 C 4.8254 -14.6650 -26.1398
56 O 5.3938 -13.4395 -26.3358
57 N 4.7674 -15.3005 -25.0105
58 N 4.2196 -15.2971 -27.1007
59 H 5.1808 -14.7786 -24.1893
60 H 4.4075 -16.2672 -24.7427
61 H 4.2954 -14.7705 -27.9777
62 H 3.8241 -16.2672 -27.1657
63 C 6.8163 -11.7963 -18.3877
64 O 5.7529 -12.0186 -17.5234
65 N 7.9432 -11.2630 -18.0263
66 N 6.8062 -12.2337 -19.6089
67 H 8.0648 -11.1511 -17.0337
68 H 8.7165 -11.4544 -18.6071
69 H 6.0657 -12.8920 -19.6856
70 H 7.6084 -12.3033 -20.1802
71 C 10.2975 -16.5713 -25.3643
72 O 11.4015 -15.7504 -24.9405
73 H 9.9821 -16.3255 -26.4101
74 H 9.3364 -16.3975 -24.8429
75 H 10.5443 -17.6110 -25.3505
76 H 11.2680 -14.9274 -25.2749
77 C 6.7146 -17.9327 -26.7530
78 O 6.8785 -17.1312 -25.5770
79 H 6.9339 -18.9909 -26.5408
80 H 7.5796 -17.7297 -27.4612
81 H 5.7198 -17.8168 -27.2109
82 H 6.1129 -16.6087 -25.3620
83 C 1.8913 -14.3099 -23.4037
84 O 1.9131 -14.9683 -24.6494
85 H 1.5837 -13.2853 -23.4923
86 H 2.8528 -14.3480 -22.8627
87 H 1.1347 -14.8319 -22.7451
88 H 2.8357 -15.0057 -24.8494
89 C 7.6355 -14.8407 -28.4311
90 O 7.3951 -13.5177 -28.2611
91 H 8.4638 -15.1118 -29.0816
92 H 6.8042 -15.3754 -29.0031
93 H 7.7687 -15.3626 -27.4915
94 H 6.7375 -13.4419 -27.5941
95 C 10.5952 -13.5723 -27.3443
96 O 11.4128 -13.2288 -26.2634
97 H 11.0701 -14.2952 -27.9818
98 H 10.2423 -12.8471 -28.0255
99 H 9.6626 -14.0002 -26.8794
100 H 10.9718 -12.4897 -25.8248
101 C 5.2781 -9.3882 -25.6604
102 O 5.9722 -8.1400 -25.5433
103 H 4.3305 -9.4219 -25.1728
104 H 5.8959 -10.1726 -25.1871
105 H 5.1019 -9.6376 -26.6956
106 H 5.3552 -7.4977 -25.1209
107 C 2.9492 -11.8494 -25.7304
108 O 1.7179 -11.2322 -25.4913
109 H 2.8100 -12.6102 -26.4906
110 H 3.4922 -12.2661 -24.8570
111 H 3.5001 -11.0359 -26.2113
112 H 1.0372 -11.8729 -25.6123
113 C 3.1202 -10.5428 -22.3403
114 O 4.1862 -11.4606 -22.2995
115 H 3.5152 -9.5715 -22.4326
116 H 2.6303 -10.5889 -21.3751
117 H 2.3747 -10.6565 -23.0966
118 H 4.1954 -11.7392 -21.4062

Calculated values
molar mass	652.86	g mol⁻¹
highest occupied orbital energy	-0.3313	Eh
frontier orbital gap	9.12	eV
ΔE to the lowest compared entry with this formula, charge and spin	0.00	kJ/mol

***

[4]
# C3H5N3O

One molecule with the formula C3H5N3O in a non-equilibrium geometry (the ωB97M-V functional and the def2-TZVPD basis, OMol25).

Atoms and positions in Å:
1 C -0.2451 -0.2642 -0.2222
2 C -0.1442 -1.2801 0.8823
3 C -1.3625 0.3820 -0.5583
4 O 0.9075 2.2285 -0.5272
5 N 1.5978 1.0326 -0.8482
6 N 1.0309 -0.0108 -0.6573
7 N 0.7702 -2.1420 0.9550
8 H 1.5357 2.9240 -0.7673
9 H 0.6254 -2.8673 1.6637
10 H -1.0596 -1.2883 1.4929
11 H -2.3109 0.1097 -0.1200
12 H -1.3453 1.1759 -1.2935

Calculated values
molar mass	99.09	g mol⁻¹
highest occupied orbital energy	-0.3372	Eh
SMILES	[H]/N=C/C(=C)/N=N\O
frontier orbital gap	9.37	eV
ΔE to the lowest compared entry with this formula, charge and spin	446.93	kJ/mol

***

[5]
# C55H50N7OP2S2Tl

C55H50N7OP2S2Tl as an isolated structure in a non-equilibrium geometry (the ωB97M-V functional and the def2-TZVPD basis, OMol25).

Atoms and positions in Å:
1 Tl -0.1430 -0.1038 -0.0753
2 C 0.3027 3.3788 3.0765
3 C -0.7685 4.2545 2.9335
4 C -1.8565 3.8466 2.2073
5 C -1.8842 2.5527 1.6311
6 N -0.8411 1.7213 1.7809
7 C 0.1991 2.1388 2.4809
8 N -3.0534 2.2165 1.0517
9 C -3.2663 1.4169 0.0547
10 N -2.3935 0.8398 -0.8032
11 C -3.0688 0.3263 -1.8471
12 N -2.6481 -0.3554 -2.8723
13 C -1.3719 -0.4559 -3.2873
14 C -1.0861 -1.4731 -4.2292
15 C 0.0915 -1.4356 -4.9302
16 C 0.9723 -0.3755 -4.7105
17 C 0.6589 0.5151 -3.6980
18 N -0.4493 0.4772 -2.9816
19 C -4.5075 0.5985 -1.6917
20 C -5.5944 0.3829 -2.5147
21 C -6.8349 0.8267 -2.0819
22 C -6.9792 1.4396 -0.8425
23 C -5.8862 1.6587 -0.0127
24 C -4.6446 1.2486 -0.4588
25 H 1.1853 3.6509 3.6360
26 H -0.7362 5.2353 3.3939
27 H -2.7025 4.4975 2.0447
28 H 1.0078 1.4218 2.5753
29 H -1.8061 -2.2649 -4.3682
30 H 0.3336 -2.2122 -5.6494
31 H 1.8928 -0.2866 -5.2740
32 H 1.3379 1.3210 -3.4474
33 H -5.4644 -0.1037 -3.4697
34 H -7.7046 0.6972 -2.7157
35 H -7.9654 1.7576 -0.5269
36 H -5.9958 2.1423 0.9486
37 C 1.8298 3.9466 -2.2209
38 C 1.8437 2.8462 -1.1609
39 O 0.8893 2.6471 -0.4369
40 N 3.0278 2.2160 -1.0409
41 C 3.2441 1.1093 -0.1224
42 C 3.5954 -0.1376 -0.8991
43 C 4.7339 -2.6896 -0.0060
44 C 4.5543 -3.2309 -1.2465
45 C 3.4758 -2.9590 -2.1227
46 C 2.6290 -1.8775 -2.1731
47 N 2.5885 -0.7270 -1.4874
48 H 0.7953 4.1769 -2.4562
49 H 2.3460 3.6510 -3.1321
50 H 2.3049 4.8429 -1.8199
51 H 3.7431 2.3593 -1.7373
52 H 2.3111 0.9786 0.4276
53 H 4.0454 1.3847 0.5661
54 H 5.7056 -2.7994 0.4677
55 H 5.3293 -3.8881 -1.6416
56 H 3.2894 -3.7241 -2.8732
57 H 1.7958 -1.9533 -2.8665
58 C -3.2682 -4.5027 -0.2004
59 C -2.5084 -3.3210 0.3504
60 S -0.8836 -3.2016 -0.1419
61 C -3.1287 -2.4450 1.2153
62 C -4.5805 -2.6192 1.5886
63 S -2.3479 -1.1356 1.9708
64 H -2.5894 -5.0994 -0.8022
65 H -4.1024 -4.1703 -0.8201
66 H -3.6661 -5.1306 0.6008
67 H -4.9635 -3.6099 1.3540
68 H -5.1838 -1.8814 1.0574
69 H -4.6942 -2.4421 2.6564
70 C 3.0201 -0.1299 4.2721
71 P 2.3383 -0.7717 2.6305
72 C 3.9016 -1.1252 1.7482
73 C 5.0990 -0.3869 1.9657
74 C 6.0538 -0.0480 1.0381
75 C 6.0470 -0.2060 -0.3743
76 C 4.9824 -0.3529 -1.2159
77 C 3.7186 -2.0158 0.7112
78 C 1.8669 -2.4555 3.1988
79 C 0.5466 -2.6553 3.5900
80 C 0.1352 -3.8962 4.0417
81 C 1.0279 -4.9530 4.0869
82 C 2.3335 -4.7670 3.6635
83 C 2.7505 -3.5269 3.2205
84 P 1.7741 -0.3382 5.6373
85 C 1.1540 1.3738 5.8720
86 C -0.2269 1.5346 5.8857
87 C -0.7904 2.7647 6.1708
88 C 0.0231 3.8503 6.4426
89 C 1.4012 3.7088 6.3946
90 C 1.9655 2.4795 6.1073
91 C 2.9682 -0.4397 7.0352
92 C 3.8713 -1.5040 6.9884
93 C 4.7640 -1.7265 8.0150
94 C 4.7546 -0.9073 9.1335
95 C 3.8303 0.1221 9.2179
96 C 2.9374 0.3473 8.1850
97 H 3.2777 0.9287 4.1537
98 H 3.9168 -0.6943 4.5399
99 H 5.2950 -0.0346 2.9755
100 H 6.9811 0.3651 1.4361
101 H 7.0371 -0.2564 -0.8254
102 H 5.1709 -0.6889 -2.2324
103 H 2.7000 -2.3271 0.4990
104 H -0.1578 -1.8369 3.5175
105 H -0.8917 -4.0395 4.3463
106 H 0.7063 -5.9248 4.4406
107 H 3.0309 -5.5959 3.6725
108 H 3.7654 -3.3935 2.8728
109 H -0.8563 0.6861 5.6620
110 H -1.8645 2.8779 6.1877
111 H -0.4132 4.8098 6.6849
112 H 2.0387 4.5624 6.5875
113 H 3.0420 2.3745 6.0728
114 H 3.8526 -2.1664 6.1344
115 H 5.4664 -2.5463 7.9514
116 H 5.4517 -1.0863 9.9408
117 H 3.8063 0.7486 10.1016
118 H 2.2111 1.1428 8.2753

Calculated values
molar mass	1155.52	g mol⁻¹
highest occupied orbital energy (alpha / beta)	-0.0491 / -0.0248	Eh
frontier orbital gap (alpha / beta)	5.22 / 4.57	eV
charge	-2
ΔE to the lowest compared entry with this formula, charge and spin	251.08	kJ/mol

***

[6]
# C30H35CuNO3P2

C30H35CuNO3P2 as an isolated structure in a non-equilibrium geometry (the ωB97M-V functional and the def2-TZVPD basis, OMol25).

Atoms and positions in Å:
1 Cu 0.7468 -1.7112 0.7127
2 C 0.8523 -1.9910 4.1006
3 O 0.6196 -2.6031 2.8213
4 C 0.6724 -4.0568 2.8097
5 C 0.4623 -4.5297 1.3582
6 O 1.2664 -3.8411 0.3515
7 C 2.6835 -4.1196 0.2329
8 C 3.5058 -2.9382 0.7694
9 O 2.9385 -1.7725 0.1556
10 C 3.8212 -0.5753 0.2298
11 H 0.4060 -0.9771 4.1121
12 H 0.3485 -2.5994 4.9162
13 H 1.9188 -1.9192 4.2243
14 H 1.6934 -4.3141 3.1197
15 H -0.0709 -4.5315 3.4489
16 H 0.7453 -5.5997 1.1693
17 H -0.5752 -4.3777 1.0687
18 H 2.9822 -5.0595 0.7164
19 H 2.8239 -4.2706 -0.8445
20 H 3.4939 -2.8663 1.8861
21 H 4.5768 -3.0551 0.4270
22 H 3.4288 0.2561 -0.3320
23 H 3.9520 -0.2365 1.3079
24 H 4.7890 -0.8297 -0.2409
25 N -1.1792 0.2327 -1.3116
26 P -0.2727 0.2949 -2.8762
27 C -1.4930 1.2165 -3.7278
28 C -1.5981 0.9275 -5.1070
29 C -2.3797 1.8034 -5.8923
30 C -3.2140 2.7679 -5.2856
31 C -3.2036 2.8857 -3.8843
32 C -2.3752 2.1387 -3.0971
33 C 0.9754 1.5545 -2.4404
34 C 2.2840 1.0900 -2.4770
35 C 3.3419 1.8825 -1.9586
36 C 3.0975 3.1902 -1.6315
37 C 1.7923 3.7070 -1.7274
38 C 0.7777 2.8953 -2.1508
39 P -0.6892 -0.1839 0.2491
40 C -0.1973 1.3357 1.0814
41 C 1.1423 1.5728 1.5407
42 C 1.3573 2.5598 2.4692
43 C 0.3391 3.4041 2.9599
44 C -0.9367 3.2625 2.4589
45 C -1.2145 2.2178 1.5116
46 C -2.3221 -0.6421 0.9689
47 C -2.7000 -0.1996 2.2035
48 C -4.0613 -0.3291 2.5825
49 C -4.9960 -0.9865 1.8371
50 C -4.4534 -1.7321 0.6963
51 C -3.1424 -1.4987 0.2425
52 H -2.1406 0.0066 -1.4630
53 H -1.0979 0.0616 -5.6042
54 H -2.2673 1.7526 -6.9821
55 H -3.7554 3.4601 -5.8628
56 H -3.9896 3.4890 -3.4348
57 H -2.3317 2.3197 -1.9966
58 H 2.4471 0.0963 -2.9841
59 H 4.3646 1.4443 -1.9467
60 H 3.9460 3.8274 -1.2681
61 H 1.6710 4.7672 -1.4739
62 H -0.2018 3.3092 -2.1622
63 H 1.9160 0.9664 1.0005
64 H 2.3735 2.5628 2.8433
65 H 0.5975 4.1358 3.7416
66 H -1.8050 3.7642 2.8465
67 H -2.2216 1.9993 1.1784
68 H -2.0293 0.3705 2.8295
69 H -4.3295 0.1568 3.5024
70 H -6.0530 -0.9230 2.0329
71 H -5.0150 -2.4490 0.1415
72 H -2.8382 -1.9666 -0.6927

Calculated values
molar mass	583.11	g mol⁻¹
highest occupied orbital energy (alpha / beta)	-0.5256 / -0.5159	Eh
frontier orbital gap (alpha / beta)	9.06 / 4.94	eV
<S²>	0.759
charge	+2
multiplicity	2
ΔE to the lowest compared entry with this formula, charge and spin	172.57	kJ/mol

***

- Which of these has the highest molar mass?
  C55H50N7OP2S2Tl